{
  "formula": "C22H24F5GaN3O3S2",
  "method": "the ωB97M-V functional and the def2-TZVPD basis",
  "species": ["Ga", "C", "C", "O", "C", "C", "C", "C", "C", "C", "O", "H", "H", "H", "H", "H", "H", "H", "F", "C", "C", "F", "C", "F", "C", "S", "C", "F", "C", "F", "S", "C", "N", "C", "C", "C", "N", "H", "H", "H", "H", "H", "H", "H", "H", "C", "N", "C", "C", "C", "O", "H", "H", "H", "H", "H", "H", "H", "H", "H"],
  "positions_angstrom": [[0.13, 0.66, -1.03], [-2.96, 3.63, -0.22], [-2.49, 2.22, -0.46], [-1.34, 1.92, -0.12], [-3.37, 1.25, -1.06], [-4.77, 1.43, -1.07], [-5.60, 0.49, -1.62], [-5.05, -0.65, -2.21], [-3.69, -0.85, -2.23], [-2.81, 0.09, -1.65], [-1.52, -0.17, -1.71], [-2.09, 4.26, -0.05], [-3.60, 3.66, 0.66], [-3.52, 3.99, -1.08], [-5.18, 2.31, -0.60], [-6.67, 0.63, -1.60], [-5.70, -1.38, -2.67], [-3.27, -1.73, -2.69], [7.00, 2.99, -1.19], [5.68, 2.91, -1.07], [5.09, 1.70, -0.74], [5.83, 0.62, -0.51], [3.71, 1.63, -0.62], [3.17, 0.47, -0.23], [2.88, 2.72, -0.83], [1.14, 2.71, -0.61], [3.51, 3.93, -1.14], [2.77, 5.02, -1.31], [4.88, 4.03, -1.26], [5.44, 5.19, -1.56], [1.32, -0.86, -2.44], [0.95, -2.30, -1.55], [1.95, -3.06, -1.13], [1.76, -4.27, -0.33], [0.45, -4.14, 0.43], [-0.67, -3.84, -0.56], [-0.30, -2.67, -1.35], [2.89, -2.75, -1.35], [2.60, -4.38, 0.35], [1.73, -5.15, -0.98], [0.53, -3.31, 1.14], [0.23, -5.05, 0.98], [-1.61, -3.62, -0.05], [-0.84, -4.70, -1.21], [-1.01, -2.00, -1.65], [0.14, -0.13, 4.22], [0.62, -0.26, 2.85], [2.07, -0.29, 2.64], [-0.20, -0.30, 1.82], [-1.68, -0.27, 2.07], [0.26, -0.41, 0.65], [0.98, -0.16, 4.90], [-0.55, -0.93, 4.48], [-0.38, 0.82, 4.36], [2.45, -1.31, 2.72], [2.56, 0.33, 3.39], [2.30, 0.09, 1.66], [-1.98, -1.16, 2.62], [-2.20, -0.23, 1.13], [-1.95, 0.60, 2.67]],
  "homo_lumo_gap_ev": 7.99,
  "multiplicity": 1,
  "homo_ev": -10.79,
  "total_charge": 1,
  "max_force_ev_per_a": 0.66,
  "lumo_ev": -2.79
}